No. 1
The following is a quantum chemistry calculation of C3H7N3O2 as an isolated structure, from OMol25.

Each line ends with the natural charge from an NBO analysis.
Cartesian coordinates (Å):
C -1.919 -1.263 0.320  -0.68
C -1.073 -0.125 -0.246  0.42
C 1.359 0.244 0.043  0.62
H -2.211 -2.159 -0.321  0.22
H -1.553 -1.688 1.288  0.23
H -2.921 -0.746 0.465  0.27
H 1.745 -1.245 -0.959  0.43
H 2.974 0.571 -1.084  0.40
H 2.273 0.866 1.280  0.38
H 0.030 1.918 -0.105  0.46
N 2.433 -0.438 -0.359  -0.83
N 1.250 0.982 0.984  -0.70
N -1.613 1.021 -0.237  -0.13
O 0.239 -0.167 -0.734  -0.58
O -1.014 2.229 -0.334  -0.52

energy above the lowest of the compared OMol25 structures with the same formula, charge and spin = 7.5267 eV
highest occupied orbital energy = -9.09 eV
multiplicity = 1
gap between HOMO and LUMO = 0.3241 Eh
DFT total energy = -433.0462 Eh
lowest unoccupied orbital energy = -0.010 Eh



No. 2
The following is a quantum chemistry calculation of C3H7LaO2 as an isolated structure, from OMol25.

Each line ends with the Löwdin spin population.
Cartesian coordinates (Å):
O -1.450 1.970 -0.160  0.07
C -0.198 1.639 0.309  0.01
C 0.346 0.343 -0.272  0.01
O -0.065 -0.708 0.577  0.02
C 0.563 -1.942 0.322  0.00
La -3.355 0.959 -1.122  0.88
H -0.188 1.630 1.418  0.00
H 0.520 2.438 0.030  0.00
H 1.420 0.527 -0.436  0.00
H 0.268 -0.094 -1.286  0.00
H 0.616 -2.194 -0.750  0.00
H 1.619 -1.857 0.628  0.00
H -0.096 -2.712 0.741  0.00

energy above the lowest of the compared OMol25 structures with the same formula, charge and spin = 0.7927 eV
highest occupied orbital energy (alpha / beta) = -10.83 / -12.64 eV
multiplicity = 2
gap between HOMO and LUMO (alpha / beta) = 0.2057 / 0.2680 Eh
total charge = +1
DFT total energy = -300.1912 Eh
lowest unoccupied orbital energy (alpha / beta) = -0.193 / -0.196 Eh